Record 1
{
  "formula": "C31H23IIrN2OP",
  "method": "ωB97M-V with the def2-TZVPD basis set",
  "relative_energy_kcal_mol": 47.0,
  "e_tot_ev": -57760.69624,
  "total_charge": 2,
  "e_homo_ev": [-13.2, -13.0],
  "species": ["Ir", "O", "C", "C", "C", "C", "C", "C", "C", "N", "C", "C", "N", "H", "H", "H", "H", "H", "H", "H", "I", "C", "C", "C", "C", "C", "C", "C", "C", "C", "P", "C", "C", "C", "C", "C", "C", "C", "C", "C", "C", "C", "C", "C", "H", "H", "H", "H", "H", "H", "H", "H", "H", "H", "H", "H", "H", "H", "H", "H"],
  "coordinates": [[0.74991, -1.14174, 0.66995], [0.13651, -2.90464, -0.40095], [0.74571, -3.86294, -0.95845], [-0.00729, -5.03974, -1.27956], [0.53141, -6.06004, -2.00746], [1.85951, -5.98364, -2.44905], [2.64010, -4.89354, -2.10656], [2.14300, -3.83224, -1.34845], [2.99280, -2.72724, -0.98245], [2.64830, -1.62974, -0.29805], [3.75931, -0.86454, -0.15975], [4.81151, -1.49464, -0.76756], [4.31660, -2.64934, -1.27665], [-1.03040, -5.07234, -0.93805], [-0.06249, -6.92684, -2.25836], [2.27511, -6.77664, -3.05425], [3.66390, -4.87334, -2.44686], [3.73011, 0.07236, 0.36225], [5.83720, -1.20394, -0.85806], [4.85491, -3.33734, -1.77956], [0.35081, -1.04274, 3.28814], [-0.61549, 0.83396, 3.83945], [-0.63469, 0.92676, 5.21354], [-1.26069, 1.98616, 5.86664], [-1.85549, 2.95086, 5.10824], [-1.83269, 2.89206, 3.70094], [-2.46539, 3.94976, 3.01774], [-2.49179, 3.99686, 1.65314], [-1.87659, 2.96836, 0.94335], [-1.23219, 1.90666, 1.56464], [-0.52769, 0.81556, 0.26045], [0.53421, 1.87726, -0.74996], [0.81111, 1.40436, -2.03735], [1.63901, 2.12506, -2.87336], [2.23620, 3.29166, -2.41536], [1.98841, 3.74666, -1.12775], [1.14191, 3.04356, -0.28805], [-1.98339, 0.37626, -0.73665], [-2.36939, 1.07586, -1.87786], [-3.49280, 0.67176, -2.57705], [-4.22760, -0.42454, -2.15065], [-3.84939, -1.11744, -1.01035], [-2.72739, -0.72384, -0.30555], [-1.19289, 1.81186, 2.98834], [-0.16379, 0.16236, 5.81155], [-1.26809, 2.01716, 6.94284], [-2.35099, 3.79146, 5.56594], [-2.93040, 4.72306, 3.61174], [-2.97299, 4.80976, 1.13105], [-1.89759, 3.01246, -0.13845], [0.35041, 0.48396, -2.37366], [1.81430, 1.78356, -3.88136], [2.90040, 3.84266, -3.06185], [2.45101, 4.65796, -0.78216], [0.94261, 3.40916, 0.70914], [-1.80219, 1.92746, -2.22596], [-3.79850, 1.21686, -3.45665], [-5.09249, -0.74374, -2.71116], [-4.42779, -1.96474, -0.67456], [-2.41559, -1.26994, 0.57675]],
  "mulliken_charge": [1.86, -0.85, 0.74, -0.75, -0.48, -0.77, -0.79, 0.34, 0.61, -0.13, -0.29, -0.74, -0.01, 0.47, 0.42, 0.42, 0.32, 0.48, 0.44, 0.18, 0.06, 0.17, -0.58, -1.02, -0.83, 0.91, -0.81, -1.30, -0.61, 1.38, -0.07, 0.74, -0.51, -0.91, -0.57, -0.70, -0.57, 1.02, -0.03, -0.90, -0.54, -0.83, -0.54, 0.65, 0.36, 0.43, 0.43, 0.44, 0.47, 0.27, 0.60, 0.47, 0.45, 0.47, 0.49, 0.43, 0.45, 0.44, 0.46, 0.28]
}



Record 2
{
  "formula": "C31H24AuN3O6",
  "method": "ωB97M-V with the def2-TZVPD basis set",
  "relative_energy_kcal_mol": 30.6,
  "e_tot_ev": -52982.20811,
  "e_homo_ev": -7.7,
  "species": ["Au", "C", "O", "C", "N", "C", "C", "C", "C", "C", "C", "C", "C", "C", "C", "C", "C", "N", "C", "N", "C", "C", "O", "C", "C", "C", "C", "C", "C", "H", "H", "H", "H", "H", "H", "H", "H", "H", "H", "H", "H", "H", "H", "H", "H", "H", "H", "H", "O", "C", "O", "C", "C", "C", "C", "O", "C", "O", "C", "C", "H", "H", "H", "H", "H"],
  "coordinates": [[-0.14568, 0.12737, 0.94798], [0.34309, -3.78712, 2.74010], [-0.96985, -3.68894, 2.19206], [-1.20062, -2.38025, 2.06709], [-0.40589, -1.57371, 2.66292], [0.61678, -2.37032, 3.31112], [2.04822, -1.97311, 3.05563], [2.42060, -0.95165, 2.20362], [3.75167, -0.72503, 1.90686], [4.73029, -1.51978, 2.47899], [4.37303, -2.52314, 3.36554], [3.04055, -2.74060, 3.65907], [-2.30717, -1.93044, 1.22024], [-3.21067, -2.78777, 0.59993], [-4.10436, -2.24730, -0.31606], [-4.04813, -0.89576, -0.63413], [-3.10980, -0.11794, 0.04033], [-2.31121, -0.62762, 0.97361], [-2.74230, 1.26094, -0.28454], [-1.54793, 1.66379, -0.07094], [-1.39762, 3.00736, -0.56946], [-2.82479, 3.33167, -1.09279], [-3.56745, 2.12581, -0.87882], [-0.85915, 3.97589, 0.45797], [-0.67661, 5.30514, 0.09406], [-0.11073, 6.20110, 0.98307], [0.28266, 5.77557, 2.24173], [0.08224, 4.45805, 2.61359], [-0.49011, 3.56006, 1.72858], [1.03174, -4.00129, 1.91580], [0.36860, -4.58499, 3.47863], [0.43261, -2.32938, 4.39542], [1.64927, -0.32931, 1.73638], [4.02339, 0.05726, 1.21215], [5.76848, -1.36595, 2.22399], [5.13170, -3.14839, 3.81472], [2.75442, -3.52143, 4.34930], [-3.19362, -3.84103, 0.83357], [-4.82345, -2.88903, -0.80245], [-4.67976, -0.47105, -1.40005], [-0.67889, 2.97403, -1.39961], [-2.84405, 3.56220, -2.15940], [-3.29431, 4.14910, -0.53862], [-0.96565, 5.63227, -0.89494], [0.03324, 7.23067, 0.69114], [0.74610, 6.46842, 2.92847], [0.37586, 4.12053, 3.59588], [-0.63511, 2.52727, 2.01547], [2.08813, -2.94936, -0.77964], [1.17647, -2.14234, -0.88170], [0.32148, -1.88590, 0.03294], [0.94832, -1.43517, -2.21558], [0.05657, -0.37939, -2.31241], [-0.27854, 0.20395, -3.52871], [0.31261, -0.32937, -4.64694], [0.13110, 0.01598, -5.96325], [0.96546, -0.84946, -6.70373], [1.66889, -1.69553, -5.82427], [1.23556, -1.37302, -4.55957], [1.57834, -1.93725, -3.35765], [-0.39432, -0.00701, -1.40403], [-0.97922, 1.02132, -3.59474], [1.67800, -0.24883, -7.29370], [0.34566, -1.45671, -7.38691], [2.28590, -2.74406, -3.27330]],
  "mulliken_charge": [0.62, -0.77, -0.45, 0.02, -0.43, 0.07, 0.12, 0.27, -0.84, -0.49, -0.57, -0.56, 0.63, -0.51, -0.42, -0.90, -0.01, -0.19, 0.66, -0.07, -0.08, -0.49, -0.47, 0.10, -0.47, -0.67, -0.41, -0.87, -0.21, 0.41, 0.35, 0.53, 0.42, 0.44, 0.38, 0.40, 0.40, 0.55, 0.45, 0.50, 0.43, 0.33, 0.40, 0.40, 0.38, 0.39, 0.42, 0.44, -0.75, -0.12, -0.22, -0.37, 0.81, -0.86, 0.87, -0.51, -0.27, -0.49, 1.05, -1.15, -0.20, 0.55, 0.24, 0.24, 0.52]
}



Record 3
{
  "formula": "C31H24BrCl2N4O5SV",
  "method": "ωB97M-V with the def2-TZVPD basis set",
  "relative_energy_kcal_mol": 20.5,
  "e_tot_ev": -180345.79991,
  "s2": 2.054,
  "e_homo_ev": [-5.4, -6.6],
  "multiplicity": 3,
  "species": ["V", "O", "C", "N", "C", "O", "C", "C", "C", "C", "N", "C", "H", "H", "H", "H", "H", "H", "H", "H", "Br", "C", "C", "N", "C", "C", "C", "C", "O", "O", "H", "H", "H", "O", "S", "C", "C", "C", "C", "C", "C", "C", "C", "C", "C", "C", "C", "H", "H", "H", "H", "H", "H", "H", "H", "H", "H", "Cl", "C", "C", "C", "C", "C", "Cl", "C", "N", "H", "H", "H"],
  "coordinates": [[0.18487, 0.25486, -0.63708], [1.46810, 5.92356, 3.43240], [0.08488, 6.04243, 3.16033], [-0.28777, 4.72109, 2.70821], [-1.56964, 4.41881, 2.42728], [-2.47194, 5.23634, 2.50252], [-1.82376, 3.02599, 1.91431], [-3.08997, 2.47697, 2.00616], [-3.30026, 1.19213, 1.53135], [-2.22403, 0.52737, 0.97529], [-1.02052, 1.07423, 0.81211], [-0.81709, 2.30406, 1.29083], [1.81216, 6.78035, 3.69422], [-0.11846, 6.77571, 2.37704], [-0.48964, 6.31088, 4.04916], [0.43511, 4.02139, 2.70701], [-3.88541, 3.07175, 2.43861], [-4.26363, 0.70628, 1.58451], [-2.35207, -0.47248, 0.57359], [0.17542, 2.69954, 1.11414], [0.34520, -1.20464, -8.05387], [-0.76406, -0.76260, -6.60004], [-2.11533, -0.52988, -6.81296], [-2.96453, -0.21046, -5.83838], [-2.46694, -0.11495, -4.60313], [-1.13221, -0.33710, -4.30765], [-0.25142, -0.66681, -5.32318], [-0.62613, -0.22337, -2.91110], [-1.43590, 0.11318, -1.96983], [0.57462, -0.43908, -2.64962], [-2.52179, -0.60397, -7.81507], [-3.15166, 0.15119, -3.80797], [0.79416, -0.83333, -5.10188], [0.41173, -1.59156, 0.24910], [-0.06742, -1.99060, 1.64479], [1.20469, -3.01547, 2.27412], [1.78689, -3.96947, 1.44569], [2.79394, -4.76162, 1.96162], [3.19835, -4.60256, 3.28678], [2.61167, -3.64492, 4.09540], [1.60535, -2.82887, 3.58538], [-1.34434, -3.18771, 1.33723], [-1.90531, -3.85581, 2.41959], [-2.93562, -4.74949, 2.19021], [-3.40068, -4.95964, 0.89475], [-2.83615, -4.27577, -0.16955], [-1.79571, -3.37385, 0.04224], [1.46626, -4.06432, 0.41591], [3.27086, -5.50276, 1.33387], [3.98806, -5.22863, 3.68212], [2.94532, -3.51801, 5.11647], [1.15661, -2.05534, 4.19572], [-1.53573, -3.69157, 3.42545], [-3.37870, -5.28369, 3.02041], [-4.20826, -5.65863, 0.72091], [-3.20289, -4.43920, -1.17459], [-1.34327, -2.83040, -0.77670], [0.35103, 2.75291, -1.95695], [2.11639, 2.74648, -1.82680], [2.85789, 3.67639, -2.51268], [4.24393, 3.63368, -2.40133], [4.81342, 2.64641, -1.60366], [4.03676, 1.72454, -0.93255], [4.83419, 0.51655, 0.05259], [2.62249, 1.71932, -0.98749], [1.78791, 0.88556, -0.36441], [2.36588, 4.42063, -3.12535], [4.86452, 4.34794, -2.92395], [5.88957, 2.58003, -1.50165]],
  "mulliken_charge": [0.14, -0.51, -0.37, -0.09, 0.22, -0.65, 0.66, -0.29, -1.23, 0.02, 0.48, -0.84, 0.30, 0.28, 0.29, 0.25, 0.50, 0.48, 0.48, 0.49, -0.18, -0.01, -0.14, -0.64, -0.17, -0.03, -0.36, 1.29, -0.70, -0.68, 0.38, 0.50, 0.57, -0.46, 0.28, 0.22, -0.39, -0.71, -0.40, -0.68, -0.03, 0.63, -0.68, -0.56, -0.47, -0.69, -0.13, 0.42, 0.39, 0.39, 0.39, 0.44, 0.42, 0.40, 0.39, 0.43, 0.45, -0.25, 1.23, -0.82, -0.38, -0.58, 0.21, -0.25, -0.45, -0.38, 0.41, 0.37, 0.38]
}



Record 4
{
  "formula": "C31H24N2O5",
  "method": "ωB97M-V with the def2-TZVPD basis set",
  "smiles": "C[C@@]1(OC(=O)CCc2ccccc2)C(=O)C=C2C=C(c3ccc(C#N)cc3)N(Cc3ccco3)C=C2C1=O",
  "e_tot_ev": -45753.84491,
  "e_homo_ev": -7.9,
  "species": ["C", "C", "O", "C", "O", "C", "C", "C", "C", "C", "C", "C", "C", "C", "O", "C", "C", "C", "C", "C", "C", "C", "C", "C", "N", "C", "C", "N", "C", "C", "C", "C", "C", "O", "C", "C", "C", "O", "H", "H", "H", "H", "H", "H", "H", "H", "H", "H", "H", "H", "H", "H", "H", "H", "H", "H", "H", "H", "H", "H", "H", "H"],
  "coordinates": [[-1.81112, -2.34177, -2.28369], [-1.80415, -1.73504, -0.87722], [-3.16392, -1.44754, -0.52980], [-3.28220, -0.77331, 0.61020], [-2.32962, -0.41441, 1.26162], [-4.72176, -0.47383, 0.92920], [-5.17064, 0.73622, 0.08851], [-6.60891, 1.05854, 0.37495], [-7.62552, 0.44416, -0.34505], [-8.95255, 0.71405, -0.06222], [-9.28027, 1.60124, 0.94884], [-8.27428, 2.21608, 1.67437], [-6.94789, 1.94441, 1.38938], [-1.26435, -2.80360, 0.09937], [-2.02019, -3.67344, 0.49176], [0.12296, -2.72349, 0.44184], [0.87948, -1.61896, 0.19251], [2.25041, -1.49663, 0.59923], [2.96529, -0.36322, 0.41213], [4.36986, -0.27492, 0.86192], [4.73791, 0.57785, 1.90010], [6.05511, 0.65968, 2.30272], [7.02235, -0.11864, 1.66701], [8.38001, -0.01074, 2.04901], [9.48198, 0.08383, 2.34876], [6.65459, -1.00024, 0.65007], [5.33374, -1.08100, 0.26068], [2.40014, 0.73847, -0.20498], [3.19668, 1.91801, -0.49705], [4.42139, 1.57309, -1.28432], [4.58346, 0.86404, -2.43871], [5.97731, 0.83109, -2.68613], [6.55409, 1.52258, -1.66733], [5.62146, 1.97500, -0.81376], [1.11934, 0.65931, -0.62144], [0.34779, -0.45081, -0.46363], [-1.04037, -0.41325, -0.92637], [-1.55409, 0.58268, -1.39367], [-2.23828, -1.62671, -2.98312], [-0.79604, -2.58945, -2.58524], [-2.41792, -3.24376, -2.27240], [-5.33332, -1.34129, 0.68152], [-4.81233, -0.24650, 1.99133], [-4.53412, 1.58952, 0.33035], [-5.03852, 0.49752, -0.96805], [-7.37315, -0.24798, -1.13580], [-9.73342, 0.23166, -0.63214], [-10.31601, 1.81337, 1.16994], [-8.52404, 2.90965, 2.46426], [-6.16492, 2.42696, 1.95706], [0.52955, -3.54922, 1.00570], [2.71615, -2.33355, 1.09612], [3.98561, 1.16768, 2.40318], [6.34423, 1.32402, 3.10314], [7.40649, -1.60910, 0.17098], [5.04180, -1.75395, -0.53145], [3.51307, 2.41098, 0.42749], [2.56604, 2.61333, -1.05801], [3.81078, 0.42252, -3.03443], [6.47295, 0.36039, -3.50935], [7.57576, 1.75897, -1.44699], [0.69612, 1.52946, -1.10289]],
  "mulliken_charge": [-1.93, 1.36, -0.39, 0.85, -0.60, -0.84, -0.89, 0.47, -0.32, -0.60, -0.41, -0.57, -0.35, 0.21, -0.69, -0.89, 1.03, -0.78, 0.19, -0.19, -0.09, -0.96, 0.56, -0.03, -0.52, -1.03, -0.24, 0.15, -1.05, 0.66, -0.49, -0.57, -0.55, -0.32, -0.05, -0.22, 0.22, -0.74, 0.42, 0.36, 0.47, 0.34, 0.38, 0.38, 0.33, 0.38, 0.37, 0.37, 0.37, 0.38, 0.45, 0.56, 0.61, 0.50, 0.46, 0.55, 0.38, 0.48, 0.56, 0.47, 0.54, 0.49]
}